Density functional theory data (ωB97M-V/def2-TZVPD) for a molecular structure, C37H21BrIrO8S6 at a distorted geometry.

The geometry in XYZ format:
```
74
Properties=species:S:1:pos:R:3:lowdin_spin:R:1
Ir -0.41 -0.82 -0.85 0.04
O 0.25 -5.00 3.93 0.00
C 0.09 -4.25 2.97 0.00
C -0.69 -4.54 1.76 0.00
O -1.32 -5.57 1.50 0.00
C -0.56 -3.32 0.90 0.00
C 0.19 -2.32 1.60 0.00
O 0.36 -1.14 1.05 0.00
C 0.68 -2.84 2.84 0.00
O 1.43 -2.35 3.68 0.00
O -0.97 -3.17 -0.26 0.00
S -6.12 3.30 -3.03 0.06
C -4.94 2.42 -2.30 0.01
S -3.46 3.14 -1.69 0.02
C -2.69 1.65 -1.17 0.17
C -3.43 0.49 -1.31 0.05
S -3.00 -1.07 -0.84 0.45
S -5.03 0.70 -2.03 -0.03
S -1.12 1.79 -0.53 0.16
O -2.18 -0.24 1.68 0.02
S -1.03 0.52 2.19 0.01
C -1.81 2.06 2.79 0.00
C -1.06 3.06 3.39 0.00
C -1.68 4.22 3.80 0.00
C -3.03 4.40 3.59 0.00
C -3.77 3.42 2.95 0.00
C -3.16 2.25 2.55 0.00
C -0.84 -0.07 3.90 0.00
C -1.91 -0.73 4.48 0.00
C -1.79 -1.26 5.75 0.00
C -0.59 -1.13 6.44 0.00
C 0.47 -0.46 5.86 0.00
C 0.35 0.07 4.58 0.00
H 0.00 2.91 3.55 0.00
H -1.10 5.00 4.29 0.00
H -3.51 5.32 3.91 0.00
H -4.83 3.57 2.77 0.00
H -3.70 1.46 2.05 0.00
H -2.81 -0.85 3.90 0.00
H -2.62 -1.79 6.20 0.00
H -0.48 -1.57 7.42 0.00
H 1.41 -0.39 6.38 0.00
H 1.19 0.56 4.11 0.00
Br 1.59 -1.75 -6.13 0.00
C 1.56 -0.07 -5.26 0.00
C 2.59 0.81 -5.55 0.00
C 2.57 2.07 -4.99 0.00
C 1.54 2.45 -4.15 0.00
C 0.54 1.54 -3.84 0.00
C 0.54 0.27 -4.39 0.00
C -0.61 -0.68 -4.06 0.00
O -1.09 -1.34 -4.97 0.00
O -1.03 -0.66 -2.86 0.01
H 3.38 0.50 -6.21 0.00
H 3.37 2.77 -5.22 0.00
H 1.50 3.44 -3.73 0.00
H -0.26 1.82 -3.16 0.00
C 3.89 -2.99 -3.63 0.00
C 2.58 -3.35 -3.27 0.00
C 1.81 -2.50 -2.54 0.00
C 2.30 -1.24 -2.11 0.00
C 1.50 -0.33 -1.38 0.00
C 2.04 0.88 -1.02 0.00
C 3.38 1.20 -1.32 0.00
C 4.17 0.33 -2.01 0.00
C 3.64 -0.90 -2.45 0.00
C 4.41 -1.80 -3.22 0.00
H 4.47 -3.67 -4.25 0.00
H 2.18 -4.30 -3.59 0.00
H 0.79 -2.76 -2.27 0.00
H 1.45 1.61 -0.49 0.00
H 3.77 2.15 -0.98 0.00
H 5.20 0.57 -2.23 0.00
H 5.41 -1.51 -3.50 0.00
```

Total energy: -192983.4410 eV
Charge: -2
Spin multiplicity: 2
E_HOMO (alpha / beta): -2.3 / -2.3 eV
Energy above the lowest of the compared OMol25 structures with the same formula, charge and spin: 75.4 kcal/mol
Expectation value of S²: 0.797

---

Density functional theory data (ωB97M-V/def2-TZVPD) for 2 unconnected molecules or ions with the total composition C3H8N2O at a distorted geometry.

The geometry in XYZ format:
```
14
Properties=species:S:1:pos:R:3:mulliken_charge:R:1
H 4.71 -0.91 1.65 0.22
N 4.80 0.08 1.55 -0.63
C 4.38 0.68 0.53 0.10
N 4.78 1.99 0.33 -0.48
H 3.63 0.34 -0.18 0.32
H 4.06 2.62 0.02 0.21
H 5.38 2.41 1.01 0.26
C -4.03 -1.32 -0.54 -0.85
C -5.32 -0.68 -0.91 0.16
O -5.43 0.06 -1.85 -0.46
H -4.09 -2.02 0.30 0.29
H -3.20 -0.68 -0.25 0.29
H -3.49 -1.70 -1.42 0.27
H -6.18 -0.86 -0.25 0.30
```

Total energy: -8267.2908 eV
E_HOMO: -9.5 eV
Energy above the lowest of the compared OMol25 structures with the same formula, charge and spin: 46.9 kcal/mol
SMILES: [H]/N=C/N.CC=O

---

Density functional theory data (ωB97M-V/def2-TZVPD) for 2 unconnected molecules or ions with the total composition C24H32N5O3 at a distorted geometry.

The geometry in XYZ format:
```
64
Properties=species:S:1:pos:R:3:mulliken_charge:R:1
C -0.24 0.21 5.14 -0.91
N -0.15 0.90 3.88 0.26
C 0.78 1.88 3.66 0.30
O 1.57 2.32 4.49 -0.68
C 0.60 2.34 2.21 0.01
C 1.82 2.07 1.33 -0.56
C 3.06 2.81 1.80 0.49
C 4.20 2.10 2.20 -0.38
C 5.29 2.79 2.76 -0.60
C 5.25 4.19 2.84 -0.43
C 4.12 4.90 2.40 -0.74
C 3.03 4.21 1.87 -0.20
N -0.60 1.61 1.79 0.65
C -1.10 1.79 0.55 0.15
C -2.23 1.12 0.09 1.15
C -2.83 1.28 -1.15 -0.88
C -3.96 0.47 -1.55 0.97
C -4.59 -0.45 -0.66 -0.63
C -5.70 -1.20 -1.07 -0.22
N -6.32 -2.14 -0.19 0.98
O -7.32 -2.76 -0.61 -0.59
O -5.86 -2.32 0.97 -0.57
C -6.25 -1.06 -2.35 -0.46
C -5.65 -0.17 -3.24 -0.69
C -4.52 0.57 -2.87 -0.54
C -1.10 0.66 2.81 0.15
C -1.05 -0.82 2.39 -1.54
C -2.53 0.94 3.31 -1.50
H 0.57 0.54 5.80 0.38
H -1.21 0.41 5.62 0.30
H -0.16 -0.88 4.98 0.30
H 0.41 3.43 2.21 0.29
H 2.02 0.98 1.31 0.37
H 1.57 2.38 0.30 0.39
H 4.20 1.01 2.12 0.32
H 6.15 2.23 3.12 0.37
H 6.11 4.74 3.25 0.37
H 4.08 5.99 2.46 0.37
H 2.12 4.73 1.55 0.33
H -0.54 2.49 -0.07 0.62
H -2.68 0.41 0.78 -1.65
H -2.41 1.99 -1.87 0.76
H -4.21 -0.63 0.35 0.59
H -7.13 -1.65 -2.62 0.51
H -6.07 -0.06 -4.24 0.41
H -4.01 1.21 -3.59 0.50
H -0.03 -1.13 2.17 0.32
H -1.44 -1.42 3.23 0.51
H -1.68 -1.00 1.52 0.40
H -2.60 1.93 3.77 0.35
H -3.26 0.87 2.49 0.36
H -2.79 0.18 4.05 0.49
C -3.70 4.32 -4.26 -0.75
N -2.73 4.16 -3.19 -0.07
N -1.99 5.42 -3.21 -0.52
C -0.87 5.32 -4.12 -0.76
H -4.22 3.38 -4.45 0.24
H -4.44 5.07 -3.96 0.36
H -3.14 4.65 -5.14 0.24
H -3.23 4.20 -2.30 0.24
H -1.67 5.55 -2.26 0.23
H -0.39 6.30 -4.15 0.34
H -0.14 4.59 -3.75 0.25
H -1.20 5.05 -5.13 0.27
```

Total energy: -38989.4929 eV
Charge: +1
E_HOMO: -10.9 eV
Energy above the lowest of the compared OMol25 structures with the same formula, charge and spin: 0.0 kcal/mol

---

Density functional theory data (ωB97M-V/def2-TZVPD) for 2 unconnected molecules or ions with the total composition C5H13NO at a distorted geometry.

The geometry in XYZ format:
```
20
Properties=species:S:1:pos:R:3:lowdin_spin:R:1
C 1.39 -1.51 1.32 0.02
C 1.17 0.01 1.16 0.06
C 0.49 0.45 -0.06 0.32
C -0.63 1.29 0.08 0.20
N -1.30 1.84 -0.92 0.26
C 0.99 0.15 -1.40 0.05
H 2.14 -1.74 2.06 0.00
H 0.44 -1.96 1.58 0.00
H 1.66 -1.99 0.38 0.00
H 0.60 0.33 2.04 0.00
H 2.15 0.52 1.19 0.03
H -0.93 1.66 1.04 0.00
H -1.40 1.27 -1.76 0.01
H -2.24 2.10 -0.63 0.01
H 1.50 1.05 -1.78 0.02
H 0.24 -0.10 -2.13 0.01
H 1.73 -0.65 -1.42 0.00
H -2.01 -0.51 -0.09 0.00
H -3.26 -1.36 -0.02 0.00
O -2.72 -0.85 -0.64 0.01
```

Total energy: -8925.5076 eV
Charge: +1
Spin multiplicity: 2
E_HOMO (alpha / beta): -14.3 / -15.6 eV
Energy above the lowest of the compared OMol25 structures with the same formula, charge and spin: 5.6 kcal/mol
Expectation value of S²: 0.756

---

Density functional theory data (ωB97M-V/def2-TZVPD) for 16 unconnected molecules or ions with the total composition C60H158N6O22 at a distorted geometry.

The geometry in XYZ format:
```
246
Properties=species:S:1:pos:R:3:mulliken_charge:R:1
O -36.78 1.51 -5.38 -0.72
H -35.99 1.85 -5.81 0.29
H -37.46 1.38 -6.07 0.31
O -34.83 0.93 -9.72 1.25
H -35.10 1.51 -10.45 -0.03
H -33.90 0.79 -9.98 -0.75
C -38.64 2.62 -11.54 -0.36
O -37.27 2.90 -11.80 -0.31
C -36.99 1.97 -12.85 -0.34
C -35.67 2.28 -13.50 -1.16
N -34.58 1.67 -12.61 0.60
C -33.26 1.97 -13.14 -1.43
C -32.15 1.21 -12.40 1.15
O -32.06 1.55 -11.08 0.74
C -31.23 2.73 -10.83 -1.49
H -39.00 3.48 -10.99 0.29
H -38.78 1.76 -10.91 -0.08
H -39.20 2.45 -12.49 0.34
H -37.74 2.06 -13.68 0.50
H -37.12 0.92 -12.47 0.28
H -35.49 3.32 -13.57 0.46
H -35.64 1.84 -14.50 0.41
H -34.70 0.70 -12.59 -0.45
H -33.09 3.05 -13.04 0.48
H -33.10 1.64 -14.19 0.48
H -31.18 1.28 -12.89 -0.37
H -32.48 0.11 -12.38 -0.73
H -31.56 3.21 -9.95 0.04
H -31.36 3.50 -11.63 0.50
H -30.14 2.54 -10.72 0.50
C -33.46 1.75 1.39 -0.77
O -32.40 0.96 0.93 -0.22
C -32.00 -0.13 1.81 -0.88
C -31.14 -1.10 0.96 -0.17
N -32.05 -1.91 0.12 0.30
C -31.24 -2.81 -0.72 -0.26
C -32.02 -3.79 -1.55 -0.19
O -32.43 -3.04 -2.75 1.28
C -33.26 -3.80 -3.58 -1.37
H -33.60 1.77 2.50 0.35
H -34.41 1.32 0.93 0.19
H -33.26 2.76 1.06 0.25
H -32.82 -0.72 2.24 0.39
H -31.35 0.26 2.62 0.43
H -30.52 -1.78 1.49 0.68
H -30.37 -0.46 0.44 -0.26
H -32.65 -1.29 -0.46 -0.40
H -30.61 -3.48 -0.12 0.80
H -30.54 -2.32 -1.43 -0.52
H -32.84 -4.25 -0.91 -0.79
H -31.29 -4.59 -1.84 0.52
H -32.60 -4.26 -4.26 0.12
H -33.86 -3.07 -4.16 0.19
H -33.90 -4.50 -3.06 0.33
C -35.77 -2.65 -12.28 -0.79
O -34.72 -2.99 -11.35 0.19
C -34.29 -4.39 -11.45 -1.28
C -33.69 -4.78 -10.12 -0.14
N -34.82 -4.97 -9.10 -0.31
C -34.21 -5.71 -7.96 -0.35
C -35.28 -5.91 -6.89 -0.84
O -35.60 -4.68 -6.34 -0.05
C -36.94 -4.58 -5.86 -0.65
H -35.91 -1.58 -12.38 -0.12
H -36.72 -3.15 -12.04 0.35
H -35.51 -3.01 -13.28 0.41
H -33.65 -4.55 -12.28 0.54
H -35.15 -5.01 -11.68 0.50
H -32.97 -4.06 -9.72 -0.12
H -33.10 -5.67 -10.26 0.60
H -35.03 -4.02 -8.76 0.09
H -33.38 -5.14 -7.50 0.02
H -33.84 -6.66 -8.30 0.61
H -34.90 -6.59 -6.11 0.32
H -36.12 -6.32 -7.47 0.43
H -37.11 -4.80 -4.76 0.20
H -37.66 -5.17 -6.42 0.39
H -37.24 -3.55 -6.07 0.06
C -32.92 -8.09 1.33 -0.69
O -33.61 -6.99 1.88 -0.42
C -33.65 -5.85 1.03 0.02
C -34.44 -4.77 1.76 -0.89
N -34.60 -3.49 1.08 -0.14
C -35.48 -3.50 -0.15 -0.16
C -35.78 -2.05 -0.62 0.10
O -36.16 -2.02 -1.96 -0.23
C -36.31 -0.69 -2.48 -0.48
H -33.04 -8.88 2.06 0.27
H -31.85 -7.71 1.28 0.29
H -33.19 -8.30 0.27 0.26
H -34.03 -6.19 0.08 0.34
H -32.62 -5.55 0.90 0.15
H -33.88 -4.64 2.69 0.29
H -35.42 -5.26 1.99 0.37
H -33.66 -3.10 0.90 0.22
H -36.47 -4.03 -0.01 0.44
H -35.03 -4.06 -0.96 -0.11
H -34.83 -1.57 -0.42 -0.30
H -36.60 -1.61 0.09 0.30
H -35.37 -0.20 -2.62 0.12
H -37.05 -0.07 -1.90 0.35
H -36.67 -0.76 -3.50 0.08
C -33.31 -1.63 -8.26 0.26
O -32.00 -1.78 -8.69 -0.46
C -31.67 -0.76 -9.61 1.02
C -30.25 -0.87 -10.05 -1.00
N -29.27 -0.71 -8.97 1.27
C -27.90 -0.86 -9.43 0.16
C -26.96 -1.20 -8.34 -0.95
O -27.24 -2.51 -7.94 -0.28
C -26.43 -2.97 -6.88 -0.78
H -34.07 -1.60 -9.05 -0.34
H -33.48 -0.68 -7.64 -0.66
H -33.51 -2.43 -7.59 0.78
H -31.91 0.20 -9.21 -0.41
H -32.39 -0.88 -10.44 -0.17
H -30.08 -0.11 -10.83 -0.28
H -30.04 -1.86 -10.55 0.42
H -29.50 -1.35 -8.23 -0.41
H -27.58 0.14 -9.80 -0.04
H -27.79 -1.67 -10.19 0.42
H -27.09 -0.50 -7.49 0.19
H -25.90 -1.16 -8.74 0.39
H -25.40 -3.19 -7.26 0.38
H -26.93 -3.88 -6.48 0.25
H -26.35 -2.17 -6.16 0.34
C -26.69 3.73 -13.60 -0.72
O -27.93 3.84 -14.28 -0.50
C -28.81 2.77 -13.99 0.42
C -28.40 1.44 -14.65 -0.88
N -28.97 0.30 -14.09 0.21
C -29.38 -0.82 -14.97 -1.02
C -30.06 -1.96 -14.14 -0.61
O -31.27 -1.42 -13.63 -0.07
C -32.06 -2.46 -13.11 -0.85
H -26.73 3.14 -12.66 0.17
H -26.41 4.69 -13.35 0.34
H -25.87 3.28 -14.20 0.34
H -29.79 3.15 -14.30 0.18
H -28.81 2.61 -12.88 -0.15
H -27.36 1.48 -14.67 0.49
H -28.70 1.57 -15.76 0.18
H -28.46 -0.11 -13.30 0.04
H -28.49 -1.21 -15.49 0.36
H -30.15 -0.44 -15.65 0.44
H -29.46 -2.35 -13.36 0.45
H -30.27 -2.82 -14.83 0.42
H -32.40 -2.14 -12.11 0.15
H -31.59 -3.41 -12.97 0.62
H -32.99 -2.63 -13.68 0.13
C -32.29 -0.47 -5.16 -0.76
C -31.46 0.08 -4.00 3.06
C -32.26 0.47 -2.77 -1.41
O -30.48 -1.06 -3.80 0.45
H -32.96 -1.19 -4.71 -0.46
H -31.57 -0.97 -5.84 -0.17
H -32.90 0.20 -5.67 0.70
H -30.78 0.93 -4.32 -1.95
H -33.05 -0.25 -2.62 -0.27
H -32.73 1.43 -3.10 0.50
H -31.74 0.67 -1.89 0.61
H -30.96 -1.79 -3.37 -0.53
C -24.27 -4.31 -2.89 -1.50
C -25.00 -2.97 -3.00 0.90
C -24.34 -1.80 -3.96 -1.09
O -26.35 -3.16 -3.37 -0.21
H -24.88 -5.02 -2.33 0.33
H -23.42 -4.02 -2.31 0.46
H -23.98 -4.79 -3.86 0.29
H -24.94 -2.54 -1.95 0.07
H -24.28 -2.16 -4.95 0.25
H -23.31 -1.67 -3.70 0.49
H -24.95 -0.87 -3.81 0.16
H -26.80 -2.28 -3.25 0.03
C -29.05 5.18 -9.85 -1.50
C -27.74 4.60 -10.25 0.95
C -26.66 4.84 -9.23 -1.43
O -27.93 3.14 -10.49 -0.34
H -28.87 6.24 -9.92 0.58
H -29.27 5.06 -8.80 0.18
H -29.82 4.92 -10.53 0.22
H -27.46 5.02 -11.24 0.25
H -26.69 4.30 -8.29 0.31
H -26.81 5.85 -8.83 0.45
H -25.66 4.80 -9.72 0.28
H -27.98 2.76 -9.51 0.11
C -29.65 -3.82 -5.83 -0.70
C -29.45 -5.17 -5.13 1.14
C -30.18 -6.29 -5.83 -1.69
O -28.05 -5.48 -5.04 -0.65
H -30.65 -3.64 -6.10 0.30
H -29.10 -3.67 -6.80 0.24
H -29.33 -3.06 -5.17 0.16
H -29.84 -4.94 -4.10 -0.20
H -31.23 -6.02 -5.88 0.23
H -30.23 -7.12 -5.19 0.54
H -29.66 -6.59 -6.77 0.32
H -27.73 -4.80 -4.39 0.24
C -39.55 -0.38 -8.49 -1.78
C -38.11 -0.46 -8.11 1.06
C -37.35 -1.45 -9.01 -0.85
O -37.60 0.86 -8.16 -0.57
H -40.10 0.43 -7.98 0.40
H -40.11 -1.26 -8.33 0.46
H -39.68 -0.06 -9.52 0.26
H -38.01 -0.76 -7.07 0.04
H -36.28 -1.51 -8.80 -0.18
H -37.61 -1.07 -9.99 0.33
H -37.78 -2.47 -8.87 0.48
H -36.74 0.97 -8.64 0.09
C -27.15 -0.17 -0.62 -1.76
C -28.00 0.29 -1.75 2.31
C -27.64 1.62 -2.30 -1.54
O -27.96 -0.79 -2.73 -0.08
H -27.64 -0.99 -0.20 0.44
H -26.95 0.56 0.14 0.46
H -26.23 -0.58 -1.03 0.22
H -29.07 0.29 -1.39 -1.05
H -26.75 1.65 -2.87 0.33
H -27.49 2.33 -1.52 0.47
H -28.42 1.97 -2.98 0.17
H -28.82 -0.83 -3.21 0.06
C -35.51 4.28 -8.14 -1.76
C -34.25 4.02 -7.34 1.33
C -34.38 4.98 -6.14 -1.78
O -34.16 2.68 -6.86 0.37
H -36.36 4.00 -7.53 0.34
H -35.54 3.87 -9.13 0.26
H -35.76 5.31 -8.30 0.46
H -33.38 4.32 -7.94 -0.09
H -34.29 5.95 -6.54 0.49
H -33.63 4.83 -5.37 0.37
H -35.37 4.80 -5.64 0.34
H -34.20 2.15 -7.65 -0.30
C -29.17 2.75 -5.66 -2.14
C -29.66 2.00 -6.87 1.85
C -31.07 2.54 -7.29 -0.35
O -28.67 1.92 -7.90 -0.66
H -28.23 2.30 -5.42 0.51
H -29.81 2.57 -4.84 0.27
H -29.07 3.81 -5.78 0.53
H -29.75 0.96 -6.56 -0.41
H -31.69 2.62 -6.39 0.67
H -31.62 1.82 -7.94 -0.23
H -30.89 3.52 -7.79 -0.18
H -28.95 1.24 -8.47 -0.51
```

Total energy: -118757.2100 eV
E_HOMO: -8.6 eV

---

Density functional theory data (ωB97M-V/def2-TZVPD) for a gas-phase ion, C3H7N2S2 (charge +1) at a distorted geometry.

The geometry in XYZ format:
```
14
Properties=species:S:1:pos:R:3:lowdin_spin:R:1
C -1.43 0.07 -0.91 0.34
C -0.49 0.02 1.17 0.03
C 0.70 -0.01 -0.04 0.12
N -0.15 0.08 -1.20 0.13
N -1.69 0.03 0.36 0.15
S 1.58 -1.61 0.03 0.94
S 1.79 1.47 0.03 0.17
H -2.20 0.09 -1.67 0.03
H -0.42 -0.86 1.81 0.01
H -0.39 0.94 1.75 0.01
H 0.24 0.10 -2.13 0.00
H -2.62 0.02 0.77 0.00
H 2.48 -1.33 -0.91 0.05
H 2.61 0.99 0.95 0.01
```

Total energy: -27863.4533 eV
Charge: +1
Spin multiplicity: 3
E_HOMO (alpha / beta): -8.7 / -13.9 eV
Energy above the lowest of the compared OMol25 structures with the same formula, charge and spin: 60.1 kcal/mol
Expectation value of S²: 2.014

---

Density functional theory data (ωB97M-V/def2-TZVPD) for 2 unconnected molecules or ions with the total composition C4H7N2O6S at a distorted geometry.

The geometry in XYZ format:
```
20
Properties=species:S:1:pos:R:3:mulliken_charge:R:1
C 1.12 -1.22 1.00 0.31
C -1.96 1.25 1.39 0.52
C -0.26 -1.26 0.61 -0.52
C -0.63 1.29 0.72 -0.04
N 1.98 -0.76 0.02 -0.36
N -0.52 1.52 -0.60 -0.43
O -2.95 0.65 0.78 -0.55
O -2.03 -0.60 -1.20 -0.87
O 1.53 -1.49 2.13 -0.74
O -2.09 1.81 2.47 -0.62
O 0.24 -0.94 -1.96 -0.76
O -1.10 -2.86 -1.24 -0.73
S -0.80 -1.46 -1.06 1.32
H -0.97 -1.65 1.32 0.37
H 0.20 1.56 1.36 0.31
H 1.61 -0.84 -0.93 0.33
H 2.95 -0.96 0.18 0.22
H -1.19 0.99 -1.18 0.43
H 0.41 1.45 -0.98 0.36
H -2.64 0.10 -0.03 0.46
```

Total energy: -30363.7625 eV
Charge: -1
E_HOMO (alpha / beta): -4.6 / -4.6 eV
Energy above the lowest of the compared OMol25 structures with the same formula, charge and spin: 12.2 kcal/mol